[1]
{"formula": "C67H52AlBrN2P3Si", "method": "ωB97M-V/def2-TZVPD", "symbols": ["Al", "C", "C", "C", "C", "C", "C", "P", "C", "C", "C", "C", "C", "C", "C", "C", "C", "C", "C", "C", "Si", "C", "C", "C", "C", "C", "C", "P", "C", "C", "C", "C", "C", "C", "C", "C", "C", "C", "C", "C", "C", "C", "C", "C", "C", "C", "P", "C", "C", "C", "C", "C", "C", "C", "C", "C", "C", "C", "C", "H", "H", "H", "H", "H", "H", "H", "H", "H", "H", "H", "H", "H", "H", "H", "H", "H", "H", "H", "H", "H", "H", "H", "H", "H", "H", "H", "H", "H", "H", "H", "H", "H", "H", "H", "H", "H", "H", "H", "H", "H", "H", "C", "C", "C", "C", "C", "C", "C", "C", "N", "H", "H", "H", "H", "H", "H", "Br", "C", "C", "C", "N", "C", "C", "H", "H", "H", "H"], "coordinates": [[-0.146803, -0.298690, 0.322247], [-3.541603, -5.693941, -1.238737], [-3.431383, -4.751989, -0.227751], [-2.628926, -3.630008, -0.414332], [-1.925917, -3.445730, -1.604449], [-2.082472, -4.380153, -2.634008], [-2.873555, -5.501842, -2.446093], [-0.954661, -1.914026, -1.802260], [-1.724495, -1.263803, -3.352455], [-1.006319, -0.633750, -4.367110], [-1.651125, -0.168296, -5.507387], [-3.022452, -0.313646, -5.648622], [-3.752072, -0.925672, -4.637110], [-3.108889, -1.396197, -3.499274], [0.740961, -2.324127, -2.358952], [1.118946, -3.601654, -2.772457], [2.358905, -3.810940, -3.358720], [3.233186, -2.746769, -3.536255], [2.893914, -1.484503, -3.067809], [1.656741, -1.238784, -2.455662], [1.316568, 0.363900, -1.491845], [0.477513, 1.881093, -2.329153], [0.946873, 2.266871, -3.697601], [0.351306, 3.189688, -4.444713], [-0.803151, 4.647924, -2.671351], [-1.297382, 4.221527, -1.318543], [-0.989653, 2.751631, -0.968408], [-1.316374, 2.024815, 0.701457], [-1.442603, 3.482719, 1.782661], [-2.593022, 4.277868, 1.775589], [-2.636706, 5.437292, 2.534112], [-1.539226, 5.812976, 3.306358], [-0.402781, 5.020642, 3.325787], [-0.357010, 3.855339, 2.567672], [-3.013842, 1.306203, 0.733733], [-3.450576, 0.484159, -0.309928], [-4.657668, -0.198656, -0.220240], [-5.433868, -0.094303, 0.926373], [-4.990640, 0.685819, 1.985248], [-3.789188, 1.377880, 1.892721], [3.016232, 0.960292, -0.894647], [3.993392, 1.445876, -1.781540], [5.275945, 1.748321, -1.355190], [5.629350, 1.556889, -0.022279], [4.682141, 1.110388, 0.881233], [3.372814, 0.839683, 0.462983], [2.128778, 0.263053, 1.676963], [2.906455, -1.324669, 2.167517], [2.856387, -2.347785, 1.216241], [3.498498, -3.555611, 1.438057], [4.188455, -3.762412, 2.625936], [4.248777, -2.751437, 3.576077], [3.619047, -1.531672, 3.346120], [2.302478, 1.348804, 3.129181], [1.664436, 0.950500, 4.309190], [1.671504, 1.772505, 5.427513], [2.312228, 3.006017, 5.379918], [2.935863, 3.415834, 4.209463], [2.922382, 2.597499, 3.083037], [-4.159486, -6.573614, -1.097829], [-3.967994, -4.883982, 0.705356], [-2.563856, -2.882702, 0.366487], [-1.607532, -4.216229, -3.595137], [-2.980577, -6.225689, -3.246909], [0.067051, -0.519270, -4.297310], [-1.072414, 0.319371, -6.283652], [-3.520908, 0.042942, -6.544099], [-4.824018, -1.049760, -4.736909], [-3.693014, -1.886575, -2.726576], [0.453943, -4.442510, -2.632182], [2.638291, -4.807289, -3.685219], [4.193588, -2.905134, -4.014791], [3.621868, -0.685465, -3.153638], [1.849369, 1.790061, -4.082001], [0.748513, 3.449790, -5.420248], [-1.011131, 5.698803, -2.801526], [-2.004001, 4.834587, -0.780622], [-3.450204, 3.997674, 1.175542], [-3.531388, 6.050411, 2.524087], [-1.577415, 6.724642, 3.891601], [0.450143, 5.297439, 3.937870], [0.526157, 3.233150, 2.594510], [-2.840306, 0.373546, -1.196042], [-4.986957, -0.821146, -1.047024], [-6.377805, -0.623699, 0.997290], [-5.580079, 0.754220, 2.892652], [-3.450481, 1.965906, 2.736489], [3.745966, 1.596576, -2.830033], [6.009718, 2.117384, -2.063720], [6.641667, 1.761826, 0.309794], [4.959414, 0.968761, 1.920420], [2.331923, -2.189265, 0.274970], [3.457415, -4.338479, 0.687295], [4.680708, -4.711192, 2.810472], [4.797913, -2.907103, 4.498187], [3.685571, -0.746513, 4.091311], [1.166431, -0.015842, 4.350791], [1.179704, 1.450759, 6.339384], [2.323329, 3.646511, 6.255623], [3.434994, 4.378350, 4.166584], [3.397194, 2.938466, 2.171304], [-0.986130, -1.152104, 1.908437], [-0.404778, -2.365480, 2.599968], [0.077450, -3.476552, 1.903522], [0.550210, -4.597599, 2.562849], [0.575120, -4.624694, 3.953431], [0.118044, -3.522872, 4.669626], [-0.367799, -2.412929, 3.994789], [1.085520, -5.789858, 4.648284], [1.497456, -6.713672, 5.200739], [-1.022400, -0.331665, 2.623078], [-2.035814, -1.347362, 1.663808], [0.099749, -3.457263, 0.823001], [0.919537, -5.451809, 2.007708], [0.137966, -3.545604, 5.752169], [-0.734581, -1.563221, 4.563763], [-1.385770, 5.192983, -5.376599], [-0.931453, 3.875473, -3.999300], [0.205420, 4.468915, -1.588609], [0.519579, 3.009005, -1.237898], [-1.051466, 1.725122, -2.054259], [-2.069343, 1.908442, -3.047590], [-2.062038, 2.874802, -3.948716], [0.828403, 5.290915, -1.256227], [1.266001, 2.906638, -0.448426], [-2.888994, 1.192865, -3.043291], [-2.856877, 2.934917, -4.685309]], "forces_ev_per_a": [[0.328, 0.512, 0.473], [0.008, 0.003, -0.021], [0.031, 0.031, -0.021], [0.072, -0.042, -0.014], [0.027, -0.069, 0.085], [0.003, -0.026, -0.003], [-0.001, 0.002, -0.005], [-0.224, -0.035, -0.221], [0.006, 0.026, 0.036], [-0.005, -0.172, -0.056], [0.022, -0.041, 0.038], [0.007, -0.002, -0.045], [0.032, -0.026, 0.066], [-0.045, 0.051, 0.031], [0.104, 0.210, -0.131], [0.054, 0.091, 0.042], [0.051, -0.008, -0.003], [-0.013, 0.008, 0.027], [-0.111, -0.039, 0.106], [-0.251, -0.258, -0.043], [0.133, 0.094, -0.083], [-0.314, -0.030, 0.073], [0.034, 0.040, 0.087], [-0.065, -0.005, 0.093], [0.040, -0.270, 0.080], [-0.022, -0.116, 0.062], [0.333, -0.007, -0.199], [-0.685, -0.133, -0.642], [0.179, -0.124, 0.136], [0.083, 0.129, -0.022], [-0.001, -0.016, 0.004], [-0.057, -0.008, -0.050], [0.049, -0.026, 0.036], [-0.025, 0.007, 0.041], [0.024, -0.058, 0.010], [-0.031, 0.064, 0.011], [0.070, 0.009, -0.014], [-0.022, -0.017, -0.009], [0.031, 0.011, 0.023], [0.044, -0.052, 0.006], [0.103, 0.038, 0.190], [-0.136, 0.013, 0.058], [0.008, -0.017, 0.000], [0.026, 0.014, 0.004], [-0.114, -0.006, -0.077], [0.006, 0.118, -0.173], [0.373, -0.361, 0.085], [0.118, -0.057, -0.070], [0.124, 0.132, -0.004], [0.027, 0.053, -0.030], [0.027, -0.005, 0.038], [-0.024, 0.022, -0.017], [-0.065, -0.022, 0.015], [-0.083, 0.048, 0.020], [-0.019, 0.015, -0.007], [-0.007, -0.039, -0.034], [0.008, 0.023, -0.002], [-0.031, -0.019, -0.048], [0.015, -0.023, 0.091], [0.041, 0.065, -0.007], [0.047, 0.017, -0.075], [0.035, -0.042, 0.017], [0.005, -0.011, 0.048], [0.005, 0.068, 0.070], [0.039, -0.006, 0.055], [-0.021, -0.038, 0.041], [0.044, -0.027, 0.095], [0.045, 0.007, 0.014], [0.052, 0.002, -0.071], [-0.045, 0.019, -0.042], [-0.022, 0.092, 0.038], [-0.071, 0.008, 0.048], [-0.058, -0.069, 0.006], [-0.183, 0.039, 0.026], [-0.062, -0.031, 0.083], [-0.043, 0.104, -0.059], [0.018, 0.039, 0.022], [0.014, 0.001, 0.005], [0.085, -0.044, -0.002], [-0.007, -0.072, -0.025], [-0.091, -0.036, -0.088], [0.050, -0.012, -0.004], [-0.001, -0.031, 0.002], [0.033, 0.089, 0.088], [0.090, 0.032, 0.000], [0.046, 0.014, -0.063], [-0.040, 0.010, -0.007], [0.041, -0.038, 0.115], [-0.060, -0.021, 0.057], [-0.093, -0.016, -0.033], [-0.023, -0.006, -0.032], [0.021, -0.033, 0.020], [-0.010, 0.078, 0.055], [-0.035, 0.086, -0.011], [-0.057, 0.013, -0.063], [0.004, -0.056, -0.043], [0.043, 0.087, 0.011], [0.042, 0.017, -0.087], [0.003, -0.064, -0.081], [-0.042, -0.083, -0.002], [0.002, -0.009, 0.033], [0.050, -0.439, -0.229], [-0.018, 0.022, -0.089], [-0.186, 0.099, 0.158], [-0.019, -0.025, -0.048], [0.086, -0.245, 0.136], [-0.029, 0.088, 0.063], [0.042, -0.034, 0.067], [0.026, 0.002, 0.023], [-0.146, 0.358, -0.225], [0.002, 0.211, 0.189], [-0.055, -0.001, -0.035], [-0.052, -0.035, -0.168], [-0.025, 0.067, 0.002], [-0.001, 0.025, -0.040], [-0.007, -0.084, -0.027], [-0.017, 0.121, -0.099], [0.044, -0.042, 0.032], [0.178, -0.024, -0.027], [-0.381, -0.145, -0.142], [0.184, 0.261, -0.036], [0.071, -0.098, 0.294], [0.054, 0.109, -0.048], [-0.084, -0.055, -0.048], [-0.083, -0.004, 0.033], [0.158, 0.082, 0.023], [0.123, 0.006, 0.072]], "lowdin_charge": [0.294, -0.065, -0.061, -0.097, -0.370, -0.101, -0.061, 1.079, -0.334, -0.085, -0.071, -0.074, -0.067, -0.112, -0.375, -0.073, -0.059, -0.057, -0.076, -0.297, 0.670, -0.343, -0.045, -0.077, -0.202, -0.071, -0.425, 1.154, -0.343, -0.108, -0.059, -0.061, -0.060, -0.069, -0.344, -0.107, -0.064, -0.066, -0.062, -0.095, -0.270, -0.095, -0.058, -0.057, -0.086, -0.351, 1.071, -0.332, -0.109, -0.076, -0.068, -0.061, -0.072, -0.370, -0.102, -0.062, -0.075, -0.079, -0.104, 0.111, 0.112, 0.078, 0.115, 0.112, 0.095, 0.115, 0.112, 0.111, 0.098, 0.093, 0.113, 0.112, 0.090, 0.103, 0.094, 0.113, 0.128, 0.114, 0.113, 0.112, 0.104, 0.073, 0.050, 0.102, 0.111, 0.112, 0.107, 0.095, 0.112, 0.113, 0.114, 0.089, 0.114, 0.112, 0.111, 0.102, 0.094, 0.112, 0.111, 0.113, 0.104, -0.229, -0.279, -0.058, -0.023, -0.228, -0.016, -0.041, -0.175, 0.159, 0.047, 0.056, 0.098, 0.127, 0.123, 0.113, 0.799, -0.707, -0.065, -0.161, -0.040, -0.098, -0.074, 0.144, 0.128, 0.097, 0.100], "total_energy_ev": -185680.582, "relative_energy_kcal_mol": 55.1, "orbital_gap_ev": 7.7, "spin_multiplicity": 1, "charge": 1}



[2]
{"formula": "C22H29IrN6O2S", "method": "ωB97M-V/def2-TZVPD", "symbols": ["Ir", "C", "O", "C", "C", "C", "C", "C", "C", "N", "N", "C", "C", "O", "C", "C", "C", "C", "C", "C", "C", "C", "H", "H", "H", "H", "H", "H", "H", "H", "H", "H", "H", "H", "H", "N", "N", "H", "H", "H", "H", "C", "N", "C", "C", "S", "N", "C", "C", "H", "H", "H", "H", "H", "H", "H", "H", "H", "H", "H", "H"], "coordinates": [[0.851217, 0.906058, 0.996754], [0.411319, -0.721958, 3.974323], [-0.269342, -0.034860, 2.929425], [-1.531808, -0.464949, 2.616996], [-2.304044, -1.272719, 3.439389], [-3.611710, -1.576416, 3.093979], [-4.168839, -1.066802, 1.926023], [-3.412998, -0.278013, 1.092644], [-2.071346, 0.004201, 1.396229], [-1.259819, 0.632205, 0.479929], [-1.836247, 1.251322, -0.470572], [-1.344440, 1.946633, -1.463722], [0.078741, 2.279167, -1.600245], [0.973372, 1.625232, -0.987431], [0.403088, 3.378831, -2.446973], [-0.520754, 3.956412, -3.260482], [-1.864559, 3.483028, -3.323596], [-2.777382, 3.958515, -4.273893], [-4.073205, 3.477617, -4.309802], [-4.492979, 2.530208, -3.378154], [-3.607865, 2.032512, -2.446728], [-2.281073, 2.489924, -2.405862], [-0.017068, -0.453541, 4.942100], [1.447173, -0.391156, 3.931205], [0.367339, -1.803486, 3.828551], [-1.919960, -1.640915, 4.374844], [-4.200102, -2.199967, 3.749303], [-5.190696, -1.294540, 1.673593], [-3.820604, 0.124167, 0.179547], [1.438035, 3.688308, -2.462739], [-0.230668, 4.776780, -3.901691], [-2.455113, 4.695663, -4.992711], [-4.762183, 3.833389, -5.058912], [-5.511661, 2.175549, -3.389688], [-3.916581, 1.273516, -1.746188], [0.569008, 2.983058, 2.364528], [1.866196, 2.357700, 2.531560], [0.612016, 4.003243, 2.341664], [-0.035124, 2.702204, 3.133334], [2.133862, 2.240927, 3.512964], [2.571810, 2.949887, 2.096366], [4.284357, -0.717669, -0.045922], [3.723801, -1.976156, -0.476323], [4.483547, -2.650625, -1.509837], [2.550992, -2.409123, -0.034987], [1.575448, -1.480659, 1.046290], [2.083738, -3.632393, -0.326264], [0.661023, -3.889741, -0.332964], [2.893438, -4.831938, -0.231798], [5.355347, -0.836765, 0.113454], [3.819256, -0.395357, 0.883871], [4.120206, 0.050642, -0.806013], [4.924548, -1.900138, -2.166028], [3.840442, -3.294312, -2.103694], [5.296736, -3.242214, -1.084210], [0.116174, -2.999830, -0.638192], [0.295263, -4.207887, 0.644841], [0.467324, -4.684662, -1.051183], [3.900073, -4.596071, 0.094580], [2.926935, -5.371888, -1.177964], [2.446343, -5.490147, 0.516484]], "forces_ev_per_a": [[-4.310, -0.812, -0.324], [0.375, -0.206, 0.589], [1.427, 0.723, -0.583], [-1.482, 0.103, -1.212], [0.166, 0.255, 0.133], [-0.053, 0.096, -0.251], [0.050, -0.112, 0.457], [0.561, 0.083, -0.021], [-0.871, -1.599, 1.422], [3.235, 2.002, -1.086], [-0.226, -1.052, 0.355], [1.717, 0.489, 0.284], [-2.312, 0.139, -0.198], [2.266, -0.321, 2.085], [0.611, -0.488, 0.025], [-0.209, -0.351, 0.103], [-0.192, -0.313, 0.240], [-0.446, -0.101, -0.068], [0.377, 0.275, -0.068], [0.208, -0.061, 0.130], [0.222, 0.213, -0.026], [-0.837, 0.313, -0.517], [-0.022, -0.041, -0.081], [-0.035, -0.078, 0.041], [-0.001, 0.126, -0.028], [0.118, -0.057, 0.122], [-0.009, -0.052, 0.044], [-0.141, -0.003, -0.045], [-0.028, -0.088, -0.032], [0.058, 0.059, -0.018], [0.045, 0.069, -0.048], [0.044, 0.117, -0.074], [-0.050, 0.086, -0.063], [-0.090, -0.064, -0.051], [-0.083, -0.030, 0.002], [0.338, -0.962, -0.416], [0.469, 0.233, -0.125], [0.096, -0.213, -0.195], [0.017, -0.034, -0.117], [-0.135, -0.016, -0.239], [-0.095, -0.036, 0.061], [0.239, 0.523, 0.276], [-0.437, -0.228, 0.192], [0.283, -0.286, -0.435], [0.383, 0.457, -0.682], [-1.217, 1.412, 0.368], [0.171, 0.520, 0.258], [-0.737, -0.092, -0.077], [0.393, -0.431, 0.038], [-0.003, -0.007, -0.029], [0.139, -0.070, -0.067], [0.009, -0.055, -0.003], [-0.077, 0.003, 0.043], [-0.023, 0.016, 0.023], [-0.046, 0.021, -0.016], [0.008, -0.102, -0.021], [0.040, -0.040, 0.013], [0.018, -0.022, -0.021], [0.054, -0.004, -0.025], [0.023, 0.053, -0.029], [0.001, 0.041, -0.015]], "lowdin_charge": [1.170, -0.089, -0.269, -0.231, -0.004, -0.043, -0.050, 0.009, -0.189, -0.049, 0.110, -0.138, -0.310, -0.169, 0.012, 0.040, -0.161, -0.004, -0.046, -0.040, -0.007, -0.097, 0.113, 0.081, 0.100, 0.116, 0.120, 0.118, 0.100, 0.123, 0.135, 0.122, 0.115, 0.116, 0.095, -0.026, -0.096, 0.121, 0.102, 0.115, 0.109, -0.060, -0.171, -0.013, -0.631, 0.787, -0.206, -0.077, -0.023, 0.109, 0.034, 0.110, 0.108, 0.101, 0.110, 0.077, 0.098, 0.107, 0.093, 0.109, 0.110], "total_energy_ev": -49976.112, "relative_energy_kcal_mol": 75.4, "orbital_gap_ev": [5.2, 5.2], "spin_multiplicity": 1, "charge": 2}